(a)
{"formula": "C6H12N2O", "method": "wB97M-V/def2-TZVPD", "species": ["N", "C", "O", "N", "H", "H", "H", "C", "H", "C", "H", "C", "H", "H", "C", "H", "C", "H", "H", "H", "H"], "xyz": [[1.742, -1.086, -0.054], [-1.235, -1.039, -0.992], [1.221, 0.195, -0.343], [-0.501, -1.683, 0.221], [-0.423, -0.391, -1.606], [-2.165, 1.973, 0.663], [-2.131, -1.516, -1.621], [-1.631, -0.014, 0.116], [0.888, -3.174, -0.159], [-0.586, -0.505, 1.151], [-1.772, 1.978, -1.206], [2.405, 0.897, -0.018], [3.104, 0.740, 0.744], [-0.823, -0.694, 2.147], [0.734, -1.979, -0.067], [0.531, 0.032, 1.088], [-1.348, 1.560, -0.214], [-0.230, 1.809, 0.276], [1.921, 1.989, 0.343], [3.111, 0.912, -1.088], [-2.814, -0.006, 0.621]], "lowdin_charge": [0.041, -0.075, -0.353, -0.117, 0.145, 0.106, 0.144, -0.364, 0.165, -0.127, 0.076, -0.140, 0.037, 0.081, -0.218, 0.135, -0.094, 0.095, 0.128, 0.154, 0.180], "lumo_ev": 0.90, "gap_ev": 9.6867, "smiles": "CO/N=C\\N1CC(C)C1", "total_charge": 0}

***

(b)
{"formula": "C6H12N2O", "method": "wB97M-V/def2-TZVPD", "species": ["C", "H", "N", "H", "C", "H", "C", "C", "H", "H", "H", "C", "O", "H", "H", "H", "N", "H", "H", "C", "H"], "xyz": [[1.639, -0.990, -0.599], [-0.046, 3.197, -1.048], [0.184, 1.379, 0.001], [-1.555, 2.526, -0.382], [-0.610, -1.786, -1.535], [0.142, -1.584, 1.698], [-0.472, -0.806, 1.257], [0.150, -0.786, -0.710], [-0.184, -1.871, -2.541], [-1.512, -1.051, 1.071], [-0.556, -2.769, -1.067], [-0.218, 0.513, 1.649], [-0.246, 0.471, -0.967], [2.056, -0.348, 0.169], [1.857, -2.032, -0.368], [-0.325, 3.208, 0.709], [-0.031, 1.334, 2.562], [-1.656, -1.488, -1.626], [2.112, -0.729, -1.553], [-0.479, 2.642, -0.209], [-0.249, 0.972, 3.490]], "lowdin_charge": [-0.039, 0.078, -0.097, 0.078, -0.026, 0.092, -0.016, -0.461, 0.091, 0.093, 0.087, -0.268, -0.114, 0.075, 0.085, 0.069, 0.139, 0.088, 0.095, -0.115, 0.067], "lumo_ev": 0.85, "gap_ev": 8.7602, "total_charge": 0}

***

(c)
{"formula": "C6H12N2O", "method": "wB97M-V/def2-TZVPD", "species": ["H", "H", "H", "N", "H", "C", "H", "C", "C", "C", "H", "H", "C", "H", "H", "H", "H", "C", "N", "H", "O"], "xyz": [[2.726, 1.477, 0.609], [-2.887, -0.733, -0.817], [1.463, 1.729, 1.812], [0.797, 1.336, -0.181], [0.397, -2.504, 0.316], [1.727, 1.157, 0.916], [-0.779, 0.574, 2.056], [-0.628, 0.981, -0.070], [-1.032, -0.445, -0.943], [0.659, -2.349, -0.731], [0.165, -3.134, -1.316], [1.765, 0.096, 1.175], [0.219, -1.023, -1.227], [-2.322, 0.872, 1.232], [0.859, -0.567, -1.975], [1.735, -2.482, -0.873], [-1.219, 2.217, 1.566], [-1.272, 1.161, 1.279], [-1.258, 0.883, -1.273], [0.995, 2.048, -0.879], [-2.110, -1.293, -0.678]], "lowdin_charge": [0.081, 0.103, 0.069, -0.069, 0.082, -0.121, 0.084, -0.393, -0.505, -0.086, 0.086, 0.076, -0.028, 0.081, 0.122, 0.073, 0.096, -0.002, 0.088, 0.125, 0.037], "lumo_ev": [-0.07, -0.11], "gap_ev": [7.3474, 7.3302], "total_charge": 0}

***

(c) is favored, and the nearest alternative lies 5.7 kcal/mol above it.

***

(a)
{"formula": "C6H12N2O", "method": "wB97M-V/def2-TZVPD", "species": ["H", "H", "O", "C", "H", "H", "H", "H", "C", "H", "H", "H", "H", "C", "N", "H", "C", "C", "C", "H", "N"], "xyz": [[0.052, -2.575, 0.530], [1.612, 1.815, -2.323], [2.134, -0.086, 1.123], [0.742, 0.718, -0.673], [-1.638, -2.065, 0.795], [1.374, 0.091, -2.642], [0.421, -1.164, 2.926], [-1.323, -0.871, 2.763], [-0.332, -0.520, 2.463], [-0.802, -1.603, -0.692], [-0.907, 1.741, 0.342], [-2.402, 1.584, -1.369], [-0.168, 0.500, 2.819], [-0.572, 1.186, -0.537], [-1.444, 1.328, -1.568], [-1.271, 0.793, -2.409], [1.635, 0.819, -1.865], [1.080, -0.013, 0.506], [-0.671, -1.768, 0.379], [2.674, 0.635, -1.581], [-0.196, -0.545, 1.012]], "lowdin_charge": [0.092, 0.075, 0.058, -0.242, 0.084, 0.069, 0.085, 0.081, -0.071, 0.081, 0.132, 0.101, 0.090, -0.140, 0.112, 0.104, -0.059, -0.449, -0.066, 0.081, -0.217], "lumo_ev": 0.59, "gap_ev": 8.0489, "smiles": "C/C(=C\\N)C(=O)N(C)C", "total_charge": 0}

***

(b)
{"formula": "C6H12N2O", "method": "wB97M-V/def2-TZVPD", "species": ["C", "H", "C", "H", "C", "H", "H", "C", "H", "H", "N", "N", "H", "H", "C", "H", "H", "H", "C", "O", "H"], "xyz": [[-1.134, -1.594, 0.906], [-0.141, 2.171, 1.168], [0.273, -1.060, 1.379], [1.061, 2.846, -0.876], [-1.110, 0.496, 0.454], [-1.860, -1.717, 1.743], [0.225, -0.734, 2.421], [-0.048, 1.596, 0.251], [2.586, -1.338, -0.682], [2.290, -0.766, -2.353], [0.658, -0.405, -0.948], [0.165, 2.391, -0.930], [0.152, -1.230, -1.123], [-1.010, -2.551, 0.384], [0.312, 0.077, 0.402], [2.675, 0.409, -1.067], [1.061, -1.754, 1.230], [0.222, 1.764, -1.747], [2.092, -0.547, -1.283], [-1.727, -0.687, -0.008], [-1.504, 0.691, 1.454]], "lowdin_charge": [-0.182, 0.134, -0.073, 0.066, -0.224, 0.129, 0.117, -0.163, 0.067, 0.077, -0.051, 0.057, 0.084, 0.119, -0.373, 0.092, 0.088, 0.086, -0.103, -0.088, 0.142], "lumo_ev": 0.90, "gap_ev": 9.3968, "smiles": "CN[C@]12CCO[C@@H]1[C@@H]2N", "total_charge": 0}

***

(a) is favored, and the nearest alternative lies 69.2 kcal/mol above it.

***

(a)
{"formula": "C6H12N2O", "method": "wB97M-V/def2-TZVPD", "species": ["O", "H", "C", "H", "C", "C", "H", "C", "H", "C", "C", "H", "H", "H", "H", "H", "H", "N", "H", "H", "N"], "xyz": [[1.248, -1.041, 1.765], [-2.246, -0.746, -2.393], [0.958, -0.149, 0.714], [1.750, -0.252, -1.331], [-1.502, -0.359, 1.444], [1.587, 1.218, 0.911], [-1.213, -0.612, 2.457], [-0.806, -0.105, -0.983], [1.708, -0.563, 2.467], [1.073, -0.736, -0.635], [-1.829, -0.897, -1.408], [1.257, 1.893, 0.124], [-2.147, -1.766, -0.847], [1.070, -1.819, -0.676], [1.311, 1.628, 1.887], [2.674, 1.109, 0.881], [-2.519, -0.480, 1.093], [-0.602, 0.001, 0.611], [0.130, 1.010, -2.406], [-1.379, 1.528, -2.028], [-0.524, 1.137, -1.645]], "lowdin_charge": [0.009, 0.026, -0.559, 0.074, 0.108, -0.010, 0.095, -0.473, 0.098, 0.002, -0.060, 0.077, 0.026, 0.088, 0.088, 0.094, 0.088, 0.021, 0.076, 0.074, 0.058], "lumo_ev": [0.46, 0.46], "gap_ev": [6.5593, 6.5579], "total_charge": 0}

***

(b)
{"formula": "C6H12N2O", "method": "wB97M-V/def2-TZVPD", "species": ["H", "H", "H", "C", "H", "H", "H", "H", "H", "C", "C", "H", "C", "H", "C", "C", "N", "O", "H", "N", "H"], "xyz": [[0.412, -0.673, -1.460], [-2.367, -1.797, 0.568], [2.654, 1.849, 0.931], [0.022, -0.491, 1.071], [-3.168, -0.449, -0.082], [-0.164, -0.022, 2.090], [-1.119, -1.744, -1.235], [0.711, -1.383, 0.925], [-2.731, -0.420, 1.562], [2.782, -0.669, 0.072], [-2.401, -0.643, 0.561], [1.117, 2.023, 0.081], [2.194, 1.636, -0.129], [2.462, 2.253, -1.027], [-1.012, -0.106, 0.097], [-0.753, -0.732, -1.312], [2.011, 0.265, -0.349], [-1.072, 1.284, -0.074], [-1.596, 1.565, -0.774], [3.289, -1.601, 0.547], [-1.269, -0.148, -2.065]], "lowdin_charge": [0.099, 0.115, 0.120, 0.132, 0.043, 0.113, 0.067, 0.091, 0.074, -0.412, -0.032, 0.089, -0.142, 0.100, -0.685, -0.027, -0.019, -0.019, 0.064, 0.152, 0.076], "lumo_ev": [-0.23, -1.88], "gap_ev": [9.5370, 6.7042], "total_charge": 0}

***

(a) is favored, and the nearest alternative lies 19.6 kcal/mol above it.